Molecular formula: C22H37Br8ClNO2
Method: DFT, ωB97M-V with the def2-TZVPD basis set

The value obtained for the LUMO energy is -3.51 eV. The calculation puts the HOMO energy at -11.918 eV. The calculation puts the frontier orbital gap at 8.4 eV. The total charge is +1.

CARTESIAN COORDINATES (ANGSTROEM)
1 C 2.4902 0.3622 -0.0814
2 C 2.2110 -0.0259 -1.5340
3 N 1.3904 -1.2701 -1.6817
4 Cl 1.2636 -1.5571 -3.4171
5 C -0.0068 -0.9696 -1.2033
6 C -1.0079 -2.1129 -1.2912
7 C -2.2396 -1.7335 -0.4358
8 C -3.0521 -0.7256 -1.1718
9 O -2.6644 0.4214 -1.2495
10 O -4.1926 -1.1733 -1.7414
11 C 1.9906 -2.5032 -1.0483
12 C 3.4339 -2.7287 -1.3631
13 C 3.7229 -3.5742 -2.3780
14 C 4.9925 -3.8685 -2.7134
15 C 6.0128 -3.3029 -2.0216
16 C 5.7428 -2.4598 -1.0040
17 C 6.8446 -1.8399 -0.1795
18 C 4.4676 -2.1705 -0.6757
19 H 3.4170 0.9021 0.0131
20 H 2.4229 -0.4611 0.6153
21 H 1.7189 1.0614 0.2216
22 H 1.6257 0.7757 -1.9600
23 H 3.1283 -0.0683 -2.1007
24 H -0.0134 -0.5655 -0.2025
25 H -0.3728 -0.1876 -1.8524
26 H -1.2975 -2.2906 -2.3187
27 H -0.6487 -3.0527 -0.8928
28 H -1.8996 -1.3774 0.5334
29 H -2.7625 -2.6581 -0.2427
30 H -4.9152 -0.9690 -1.1276
31 H 1.4437 -3.3619 -1.3978
32 H 1.8170 -2.4286 0.0173
33 H 2.9203 -4.0421 -2.9218
34 H 5.1976 -4.5576 -3.5097
35 H 7.0301 -3.5502 -2.2617
36 H 6.4287 -1.5980 0.7887
37 H 7.2782 -0.9785 -0.6655
38 H 7.5826 -2.6102 -0.0004
39 H 4.2682 -1.4996 0.1365
40 Br -0.0947 -2.1473 2.2294
41 C -0.1746 -0.2459 2.7018
42 C -0.5068 -0.0486 4.1537
43 Br -2.3955 -0.3264 4.5339
44 H -0.8960 0.2199 2.0339
45 H 0.8200 0.1400 2.4887
46 H -0.3139 0.9879 4.4329
47 H 0.0474 -0.7187 4.8027
48 Br -3.6618 5.1271 -2.2599
49 C -2.5701 4.4553 -3.7211
50 C -1.6928 3.3175 -3.2762
51 Br -0.1697 3.9545 -2.2366
52 H -2.0062 5.2977 -4.1072
53 H -3.2756 4.1151 -4.4753
54 H -1.2607 2.8105 -4.1362
55 H -2.2167 2.5962 -2.6562
56 Br 2.5095 3.4253 3.2414
57 C 0.9771 4.6289 3.2003
58 C 0.3668 4.8028 4.5652
59 Br -0.6718 3.2376 5.0697
60 H 0.2788 4.2195 2.4784
61 H 1.3643 5.5760 2.8324
62 H -0.3369 5.6317 4.5616
63 H 1.1016 4.9574 5.3476
64 Br -8.0036 -0.1078 -0.6437
65 C -8.3258 -0.2773 1.2660
66 C -7.1107 0.0985 2.0756
67 Br -5.7481 -1.3039 2.0535
68 H -8.6499 -1.2975 1.4402
69 H -9.1459 0.4047 1.4769
70 H -7.3764 0.2146 3.1235
71 H -6.6305 1.0047 1.7222

Cartesian forces, eV/Å:
C -1.119 0.178 -0.058
C 0.476 0.863 0.630
N -0.113 0.124 -0.346
Cl 0.054 -0.018 0.018
C -0.847 -0.342 -0.547
C 0.040 0.151 0.539
C 0.525 -0.944 -0.369
C 0.353 1.321 0.661
O -0.393 -0.678 -0.320
O -0.045 0.045 0.112
C 0.496 -0.133 0.474
C -1.343 0.528 0.185
C -1.563 -0.979 -1.141
C 0.852 -0.895 -1.109
C 1.173 -0.686 -0.752
C 1.799 1.363 1.455
C -0.468 -0.861 -0.023
C -1.115 0.823 0.899
H 0.480 -0.120 -0.025
H 0.344 -0.230 0.154
H -0.162 0.180 0.205
H -0.273 0.035 -0.399
H 0.117 -0.682 -0.225
H 0.691 -0.071 0.338
H 0.101 0.390 -0.100
H -0.079 -0.071 -0.271
H 0.345 -0.095 0.131
H -0.196 0.340 -0.134
H -0.513 -0.088 -0.059
H -0.401 -0.006 -0.190
H -0.462 -0.039 -0.217
H -0.146 0.272 0.243
H -0.236 -0.146 -0.144
H 0.038 -0.213 -0.268
H 0.333 -0.037 -0.084
H 0.104 0.447 0.240
H 0.218 0.230 0.001
H 0.529 0.082 -0.032
H 0.029 0.172 0.372
Br 0.149 -0.014 0.204
C 0.151 -0.083 -0.009
C -0.235 0.084 0.119
Br 0.129 -0.067 -0.123
H -0.060 -0.005 0.054
H 0.021 0.030 0.061
H 0.129 -0.378 -0.156
H 0.044 -0.003 -0.026
Br 0.069 0.039 -0.011
C -0.247 0.013 0.114
C 0.142 -0.066 -0.070
Br 0.015 -0.135 0.079
H 0.049 -0.017 -0.011
H 0.030 -0.055 -0.016
H -0.003 0.050 -0.040
H -0.043 0.032 0.027
Br -0.087 -0.103 -0.050
C 0.211 0.098 0.001
C -0.181 -0.070 -0.043
Br -0.086 0.409 0.181
H -0.057 0.018 0.020
H 0.008 0.018 0.031
H -0.011 0.001 -0.041
H 0.066 -0.005 -0.039
Br 0.112 -0.083 -0.026
C 0.049 0.133 -0.114
C 0.006 -0.170 0.129
Br -0.006 0.132 -0.147
H 0.031 -0.019 0.046
H 0.028 0.026 0.052
H -0.022 -0.023 0.003
H -0.029 0.004 -0.044

Löwdin population analysis, charges in e, atoms 1 to 6: C -0.050; C -0.211; N -0.495; Cl 0.903; C -0.201; C -0.163